# 1
4 unconnected molecules or ions with the total composition C4H12O3 at a distorted geometry, computed with ωB97M-V with the def2-TZVPD basis set.

Last column: Löwdin charge in e.
Element x y z (Å)
C  3.0929  0.2964  -0.1217  -0.07
C  -0.3361  1.0956  1.3032  0.28
O  -3.5254  -0.1390  -0.0497  -0.19
C  1.0249  0.7415  0.8936  -0.16
C  2.0203  1.3608  0.1938  0.02
H  3.8662  0.6463  -0.8761  0.09
H  3.6577  -0.0474  0.9007  0.15
H  2.5265  -0.5976  -0.5371  0.11
H  -0.7497  0.5072  2.0830  0.09
H  -0.8805  1.9798  1.2371  0.08
H  -3.4642  -0.3678  0.8454  -0.06
H  1.2330  -0.2696  1.2448  0.11
H  1.9234  2.3265  -0.2253  0.11
H  -0.5132  -0.0365  -0.5858  -0.05
H  -1.0995  -1.4171  -1.1306  0.01
O  -0.2707  -0.9300  -0.7530  -0.09
H  -2.6561  -2.2156  -2.2986  -0.09
H  -3.2917  -1.0213  -0.6694  -0.01
O  -2.5579  -1.9123  -1.4542  -0.33

Forces on atoms 1 to 3 (eV/Å):
1.5 0.4 0.6
4.2 -0.7 0.2
0.1 0.2 -2.2

Calculated values
Strongest force on any atom: 4.3 eV Å⁻¹
HOMO-LUMO gap: 3.57 eV
Molar mass: 108.137 g mol⁻¹
ΔE to the lowest compared entry with this formula, charge and spin: 152.56 kcal/mol
Highest occupied orbital energy: -7.64 eV
Spin multiplicity: 1

---

# 2
A single C18H20N2O3S molecule, computed with ωB97M-V with the def2-TZVPD basis set.

Last column: natural (NBO) charge in e.
Element x y z (Å)
C  -8.5215  -1.4209  0.5308  -0.26
H  -9.2194  -0.9610  1.2257  0.19
H  -8.9449  -1.4514  -0.4754  0.19
H  -8.2854  -2.4409  0.8414  0.19
O  -7.3531  -0.6162  0.5500  -0.51
C  -6.3542  -1.0201  -0.2528  0.78
O  -6.4277  -2.0032  -0.9505  -0.60
C  -5.1727  -0.1351  -0.1804  -0.20
C  -4.0826  -0.4140  -1.0024  -0.14
C  -2.9505  0.3716  -0.9679  -0.24
C  -2.8813  1.4598  -0.0930  0.16
C  -3.9919  1.7592  0.7044  -0.25
C  -5.1207  0.9723  0.6654  -0.13
H  -5.9686  1.2049  1.2895  0.23
H  -3.9523  2.6180  1.3586  0.22
N  -1.7773  2.2947  -0.0084  -0.60
C  -0.4570  2.0697  -0.2875  0.29
N  -0.0443  0.8013  -0.4766  -0.60
H  -0.6473  0.0631  -0.1406  0.40
C  1.3507  0.4683  -0.6397  -0.21
H  1.4152  -0.4653  -1.2035  0.20
C  2.0824  0.3271  0.7044  -0.43
C  3.5390  0.0502  0.4713  -0.05
C  4.4093  1.0930  0.1676  -0.18
C  5.7417  0.8498  -0.0810  -0.25
C  6.2443  -0.4520  -0.0350  0.29
C  5.3811  -1.4987  0.2637  -0.26
C  4.0424  -1.2393  0.5100  -0.20
H  3.3847  -2.0651  0.7430  0.20
H  5.7336  -2.5173  0.3089  0.21
O  7.5761  -0.5845  -0.2934  -0.49
C  8.1434  -1.8703  -0.2556  -0.25
H  7.6944  -2.5312  -1.0044  0.17
H  9.1992  -1.7339  -0.4847  0.20
H  8.0453  -2.3250  0.7358  0.17
H  6.4226  1.6531  -0.3133  0.22
H  4.0335  2.1048  0.1314  0.22
H  1.9653  1.2624  1.2552  0.23
H  1.6280  -0.4801  1.2836  0.20
H  1.8166  1.2676  -1.2197  0.24
S  0.5501  3.3780  -0.3525  -0.26
H  -1.9575  3.2399  0.3059  0.43
H  -2.1410  0.1714  -1.6521  0.22
H  -4.1479  -1.2544  -1.6765  0.24

Forces on atoms 1 to 3 (eV/Å):
-0.2 -0.3 -0.1
0.0 0.0 0.0
0.0 0.0 0.1

Calculated values
Strongest force on any atom: 0.6 eV Å⁻¹
HOMO-LUMO gap: 8.43 eV
Molar mass: 344.436 g mol⁻¹
ΔE to the lowest compared entry with this formula, charge and spin: 23.19 kcal/mol
SMILES: COC(=O)c1ccc(NC(=S)NCCc2ccc(OC)cc2)cc1
Highest occupied orbital energy: -8.25 eV
Spin multiplicity: 1

---

# 3
A molecular structure, C49H47BBiF9N2P2SSe, computed with ωB97M-V with the def2-TZVPD basis set.

Last column: Löwdin charge in e.
Element x y z (Å)
Bi  1.5117  -1.1715  -1.1564  1.56
C  2.2034  -2.3757  2.6214  -0.11
C  3.3526  -2.6795  1.9044  -0.13
C  4.2897  -1.6864  1.6454  -0.11
C  4.0844  -0.3974  2.1089  -0.09
C  2.9428  -0.0967  2.8417  -0.10
C  2.0005  -1.0828  3.0932  -0.11
H  1.4693  -3.1477  2.8208  0.10
H  3.5164  -3.6822  1.5327  0.09
H  5.1674  -1.9118  1.0554  0.11
H  4.8125  0.3727  1.8925  0.11
H  2.7896  0.9078  3.2157  0.10
H  1.1117  -0.8468  3.6640  0.09
C  1.3039  -1.7640  -4.3587  -0.06
N  0.6865  -0.8218  -3.4042  -0.38
C  0.8437  0.5485  -3.9242  -0.08
C  -0.7549  -1.1273  -3.2066  -0.17
C  -0.9115  -2.4470  -2.4941  -0.29
C  -1.9760  -3.3232  -2.7761  -0.01
C  -2.1622  -4.4729  -1.9647  -0.09
C  -1.2293  -4.8554  -1.0647  -0.02
C  0.0978  -4.1525  -1.0095  -0.22
C  0.0131  -2.7560  -1.5412  -0.32
H  0.8574  -1.6074  -5.3446  0.11
H  1.1243  -2.7906  -4.0452  0.08
H  2.3731  -1.5691  -4.3997  0.08
H  1.8958  0.7483  -4.0927  0.08
H  0.4625  1.2601  -3.1935  0.05
H  0.2844  0.6392  -4.8605  0.10
H  -1.2638  -1.1299  -4.1761  0.14
H  -1.1768  -0.3142  -2.6037  0.11
H  -2.6992  -3.0755  -3.5412  0.12
H  -3.0752  -5.0441  -2.0687  0.11
H  -1.3693  -5.7370  -0.4535  0.12
H  0.5150  -4.1746  0.0006  0.14
C  0.4005  6.2627  3.2851  -0.42
S  -0.4304  5.3335  4.5892  0.80
C  -0.0094  3.6596  4.0506  -0.51
C  -0.7804  3.2034  2.8195  -0.26
C  -0.3224  1.8231  2.3833  -0.28
N  -0.9974  1.3453  1.1552  -0.45
P  -1.2958  -0.3816  1.1334  0.98
C  -2.0841  -0.6133  2.7707  -0.38
C  -1.7313  -1.7175  3.5336  -0.11
C  -2.3381  -1.9451  4.7641  -0.08
C  -3.2897  -1.0574  5.2375  -0.08
C  -3.6499  0.0502  4.4756  -0.07
C  -3.0573  0.2663  3.2451  -0.09
C  -2.8384  -0.5621  0.1622  -0.37
C  -3.2530  -1.8823  -0.0071  -0.12
C  -4.4569  -2.1722  -0.6239  -0.08
C  -5.2497  -1.1449  -1.1192  -0.08
C  -4.8357  0.1695  -0.9730  -0.07
C  -3.6440  0.4604  -0.3211  -0.09
P  -0.4621  1.9249  -0.3896  1.00
C  -1.7030  3.1829  -0.8592  -0.40
C  -2.5940  3.7741  0.0310  -0.11
C  -3.5092  4.7171  -0.4134  -0.07
C  -3.5409  5.0826  -1.7517  -0.08
C  -2.6590  4.4954  -2.6481  -0.08
C  -1.7527  3.5452  -2.2032  -0.10
C  0.9708  2.9967  -0.0032  -0.35
C  2.1732  2.4051  0.3769  -0.13
C  3.2947  3.1718  0.6431  -0.06
C  3.2360  4.5508  0.5158  -0.07
C  2.0507  5.1541  0.1205  -0.08
C  0.9260  4.3850  -0.1352  -0.09
H  0.2297  7.3192  3.4813  0.03
H  0.0009  6.0213  2.3014  0.02
H  1.4727  6.0694  3.2999  0.04
H  -0.2042  3.0002  4.8989  0.08
H  1.0668  3.6323  3.8573  0.08
H  -0.6112  3.9158  2.0077  0.08
H  -1.8515  3.1977  3.0376  0.10
H  -0.5185  1.1151  3.1886  0.10
H  0.7608  1.8344  2.2434  0.08
H  -0.9805  -2.4064  3.1646  0.09
H  -2.0600  -2.8102  5.3513  0.10
H  -3.7569  -1.2261  6.1987  0.10
H  -4.4009  0.7380  4.8417  0.11
H  -3.3476  1.1180  2.6405  0.11
H  -2.6280  -2.6941  0.3499  0.10
H  -4.7703  -3.2023  -0.7317  0.10
H  -6.1860  -1.3696  -1.6129  0.10
H  -5.4473  0.9796  -1.3488  0.11
H  -3.3663  1.4922  -0.1788  0.06
H  -2.5854  3.4781  1.0709  0.08
H  -4.1985  5.1676  0.2887  0.11
H  -4.2543  5.8192  -2.0962  0.10
H  -2.6822  4.7709  -3.6940  0.10
H  -1.0721  3.0842  -2.9110  0.09
H  2.2599  1.3288  0.4604  0.06
H  4.2220  2.6830  0.9086  0.11
H  4.1158  5.1512  0.7041  0.11
H  1.9981  6.2290  0.0085  0.11
H  0.0104  4.8771  -0.4365  0.10
F  4.3373  -0.2729  -1.2044  -0.04
B  4.2045  0.5882  -2.3365  -1.35
F  2.9831  1.2857  -2.1402  0.04
F  4.0532  -0.1954  -3.4878  0.09
F  5.2722  1.4419  -2.4231  0.16
F  2.3476  -7.8984  -2.5303  0.12
C  2.8209  -6.6833  -2.1920  -0.21
C  4.1891  -6.2478  -2.5058  0.01
F  5.1143  -5.8431  -1.6383  0.10
C  3.1213  -5.4429  -3.1056  -0.31
F  2.9317  -5.3177  -4.4272  0.12
C  2.4896  -4.5011  -2.1155  -0.48
Se  3.4273  -2.8893  -1.6620  0.83
C  1.0732  -4.9446  -1.9042  -0.30
F  0.4427  -5.4498  -3.0119  0.10
C  2.1225  -5.7793  -1.2571  -0.22
F  2.1962  -5.8829  0.0866  0.11

Forces on atoms 1 to 3 (eV/Å):
0.1 0.0 -0.2
0.0 0.0 0.0
0.0 0.0 0.0

Calculated values
Strongest force on any atom: 0.4 eV Å⁻¹
HOMO-LUMO gap (spin up / spin down): 6.45 / 6.89 eV
Molar mass: 1227.678 g mol⁻¹
Highest occupied orbital energy (spin up / spin down): -7.78 / -8.22 eV
Spin multiplicity: 1